Record 1
Molecular formula: C9H8O3S
Method: DFT, ωB97M-V/def2-TZVPD

CARTESIAN COORDINATES (ANGSTROEM)
C -1.548 1.974 -1.120
C -2.375 0.850 -0.909
C -0.213 1.980 -0.782
C -1.982 -0.144 -0.044
C 0.207 0.849 -0.093
C -0.651 -0.170 0.251
C 1.549 -0.902 0.611
C 1.594 0.519 0.286
C 0.044 -1.183 1.050
O 1.806 -3.365 -0.278
O 2.824 -1.617 -1.613
O 0.008 -1.008 2.453
S 1.814 -1.981 -0.636
H -1.892 2.683 -1.864
H -3.417 0.955 -1.333
H 0.293 2.913 -0.914
H -2.678 -0.880 0.400
H 2.345 0.855 -0.346
H 1.766 1.021 1.259
H -0.432 -2.151 0.794
H 0.938 -1.197 2.831

Its HOMO energy (alpha / beta) is -8.19 / -9.64 eV. The calculation puts the orbital gap (alpha / beta) at 8.71 / 6.68 eV. As for the molecular weight: 196.2 g/mol. As for the spin multiplicity: 3. The LUMO energy (alpha / beta) is 0.0190 / -0.1089 Eh. As for the energy above the lowest of the compared OMol25 structures with the same formula, charge and spin: 1.309 eV.

Population analysis type natural (NBO), resulting atomic charges in e: -0.19 -0.21 -0.20 -0.17 0.02 -0.10 -0.15 -0.52 0.03 -0.85 -0.85 -0.71 1.81 0.21 0.22 0.23 0.23 0.25 0.25 0.20 0.48


Record 2
Molecular formula: C36H34BiN11S3
Method: DFT, ωB97M-V/def2-TZVPD

CARTESIAN COORDINATES (ANGSTROEM)
Bi 0.548 -0.208 -0.589
C 3.107 3.122 -1.550
N 1.685 3.153 -1.881
C 1.488 3.714 -3.203
C 0.882 3.675 -0.847
C 0.171 4.869 -0.993
C -0.595 5.389 0.039
C -0.650 4.727 1.257
C 0.022 3.523 1.401
C 0.763 2.960 0.363
N 1.325 1.677 0.526
C 2.228 1.515 1.561
C 2.901 2.610 2.138
C 3.822 2.448 3.154
C 4.118 1.185 3.650
C 3.466 0.096 3.098
C 2.543 0.246 2.073
N 1.843 -0.917 1.552
C 0.754 -1.310 2.457
C 2.740 -2.056 1.303
H 3.514 4.141 -1.470
H 3.646 2.590 -2.332
H 3.274 2.601 -0.612
H 1.892 4.733 -3.303
H 0.429 3.738 -3.454
H 2.000 3.078 -3.926
H 0.239 5.417 -1.923
H -1.120 6.325 -0.103
H -1.214 5.139 2.085
H -0.032 2.978 2.338
H 2.693 3.604 1.764
H 4.321 3.322 3.555
H 4.839 1.050 4.445
H 3.675 -0.897 3.476
H 1.147 -1.637 3.425
H 0.182 -2.125 2.012
H 0.096 -0.454 2.623
H 3.071 -2.516 2.239
H 3.604 -1.718 0.737
H 2.210 -2.813 0.727
N -2.603 -4.171 1.130
C -1.872 -5.365 1.295
C -2.397 -6.389 2.064
C -1.685 -7.569 2.243
C -0.440 -7.720 1.659
C 0.087 -6.690 0.888
C -0.623 -5.518 0.699
S 0.045 -4.252 -0.348
N -1.028 -2.967 -0.157
C -2.142 -3.072 0.443
C -3.067 -1.896 0.413
C -3.885 -1.587 1.494
C -4.763 -0.519 1.377
C -4.808 0.181 0.184
C -3.944 -0.203 -0.834
N -3.079 -1.203 -0.726
H -3.577 -4.195 1.374
H -3.369 -6.263 2.526
H -2.109 -8.363 2.842
H 0.122 -8.634 1.793
H 1.056 -6.804 0.417
H -3.820 -2.148 2.418
H -5.405 -0.247 2.205
H -5.484 1.012 0.040
H -3.950 0.316 -1.787
S 0.041 -1.487 -2.993
C 1.648 -1.759 -3.566
C 1.761 -2.593 -4.732
N 1.820 -3.269 -5.661
C 2.782 -1.277 -3.000
S 2.851 -0.196 -1.623
C 4.068 -1.592 -3.540
N 5.118 -1.812 -3.955
N -3.796 3.585 -0.517
C -2.924 2.968 -1.380
C -1.930 2.099 -0.901
N -1.111 1.483 -1.728
C -1.267 1.668 -3.041
C -2.268 2.501 -3.499
N -3.091 3.158 -2.682
H -3.432 3.793 0.400
H -4.321 4.335 -0.937
H -1.814 1.915 0.160
H -0.606 1.124 -3.701
H -2.416 2.649 -4.562

Its HOMO energy is -7.27 eV. The calculation puts the orbital gap at 6.97 eV. As for the molecular weight: 925.9 g/mol. As for the spin multiplicity: 1. The LUMO energy is -0.0113 Eh. As for the energy above the lowest of the compared OMol25 structures with the same formula, charge and spin: 0.922 eV.

Population analysis type Mulliken, resulting atomic charges in e: 0.85 -1.26 1.06 -1.40 -0.30 0.03 -0.77 -1.11 0.37 -1.11 1.24 -0.10 -0.45 -0.92 -1.02 -0.54 -0.21 1.47 -1.11 -1.25 0.33 0.46 0.20 0.39 0.46 0.25 0.43 0.44 0.43 0.51 0.42 0.42 0.41 0.32 0.36 0.32 0.34 0.33 0.45 0.16 -0.04 -0.03 -0.66 -0.56 -0.65 -0.67 0.80 -0.09 -0.09 0.08 0.61 -0.80 -0.65 -0.60 -0.35 -0.17 0.30 0.38 0.38 0.39 0.40 0.49 0.44 0.44 0.64 -0.34 0.81 -0.36 -0.48 0.52 -0.51 -0.28 -0.50 -0.36 -0.56 -0.19 1.88 -0.98 -0.81 -0.62 0.29 0.29 0.43 0.46 0.45